{"formula": "CH5NOS", "method": "ωB97M-V/def2-TZVPD", "elements": ["C", "N", "O", "S", "H", "H", "H", "H", "H"], "xyz": [[-1.590767, -0.358453, 0.728404], [1.225721, 0.357205, -0.790923], [-1.757287, 0.576905, -0.103084], [1.348501, -0.190931, 1.068582], [-1.138994, -0.158033, 1.704863], [-1.532769, -1.437288, 0.453261], [1.976931, 1.020063, -0.920373], [1.194439, -0.561726, -1.283663], [0.274229, 0.752255, -0.857071]], "forces_ev_per_a": [[1.5, 2.3, -2.3], [-1.5, -1.7, 1.9], [0.0, -2.9, 2.1], [0.3, 0.3, -1.2], [-0.9, 0.2, 0.3], [-0.7, 0.4, -0.2], [0.0, -0.3, -0.6], [0.8, 1.4, 0.1], [0.5, 0.2, -0.1]], "charge": 0, "homo_lumo_gap_ev": 8.47, "smiles": "[NH3+][S-].C=O", "spin_multiplicity": 1, "largest_force_ev_per_a": 3.63, "energy_ha": -569.19581, "de_lowest_ev": 2.513}